#a
# C4H14N3

A 2-piece molecular cluster, C4H14N3 overall (ωB97M-V/def2-TZVPD, the OMol25 dataset).

Kohn-Sham gap   9.3 eV
LUMO energy   -2.81 eV
HOMO level   -12.14 eV

ORCA input file:
```
! RIJCOSX wB97M-V def2-TZVPD def2/J DEFGRID3
* xyz 1 1
C -1.225 -2.212 -0.127
C -0.191 2.212 -0.189
C 1.649 1.085 -0.044
C 0.905 -1.171 0.448
N -1.205 1.229 -0.600
N 1.538 0.047 0.827
N -0.569 -1.081 0.536
H -1.135 -2.093 -1.209
H -0.775 -3.170 0.152
H -2.279 -2.236 0.145
H -0.006 2.989 -0.912
H -0.361 2.574 0.812
H 1.745 0.803 -1.081
H 2.283 1.894 0.277
H 1.289 -1.988 1.071
H 1.152 -1.383 -0.598
H -1.159 1.091 -1.611
H -2.156 1.530 -0.364
H 1.576 0.260 1.814
H -0.839 -1.079 1.519
H -0.992 0.234 -0.090
*
```

=====

#b
# C4H14N3

A 2-piece molecular cluster, C4H14N3 overall (ωB97M-V/def2-TZVPD, the OMol25 dataset).

Kohn-Sham gap   11.8 eV
LUMO energy   -2.97 eV
HOMO level   -14.79 eV

ORCA input file:
```
! RIJCOSX wB97M-V def2-TZVPD def2/J DEFGRID3
* xyz 1 1
C -2.169 1.464 -0.067
C -1.092 -0.827 -0.534
N -1.080 0.491 -0.266
N -2.263 -1.469 -0.662
N -0.024 -1.648 -0.687
H -0.249 0.868 -0.020
H -3.186 -1.147 -0.530
H -2.251 -2.526 -0.548
H 0.987 -1.281 -0.594
H -0.262 -2.497 -1.142
H -2.288 2.067 -1.031
H -1.817 1.963 0.935
H -2.968 0.754 0.074
C 1.854 0.172 1.183
C 2.849 0.818 0.120
H 2.360 0.169 2.200
H 0.943 0.757 1.065
H 1.398 -0.823 0.770
H 3.708 0.141 -0.092
H 2.167 0.952 -0.663
H 3.384 1.600 0.491
*
```

=====

#c
# C4H14N3

A 3-piece molecular cluster, C4H14N3 overall (ωB97M-V/def2-TZVPD, the OMol25 dataset).

Kohn-Sham gap (alpha / beta)   8.9 / 7.9 eV
LUMO energy (alpha / beta)   -5.03 / -6.15 eV
HOMO level (alpha / beta)   -13.97 / -14.05 eV

ORCA input file:
```
! RIJCOSX wB97M-V def2-TZVPD def2/J DEFGRID3
* xyz 1 1
C -0.588 -0.039 2.901
C 1.381 -1.171 1.769
C -1.293 0.848 0.037
C 0.159 -0.353 1.644
N 0.393 -0.750 -3.713
N -0.228 0.075 0.526
N 1.327 -0.246 -1.117
H -0.223 0.919 3.275
H -0.392 -0.794 3.657
H -1.659 0.047 2.736
H 2.042 -0.759 2.529
H 1.111 -2.174 2.098
H 1.886 -1.222 0.806
H -1.733 0.350 -0.830
H -2.072 0.973 0.797
H -0.935 1.835 -0.264
H 1.301 -0.673 -4.158
H -0.247 -0.109 -4.165
H 1.558 0.747 -1.173
H 0.739 -0.496 -1.933
H 0.057 -1.696 -3.855
*
```

=====

#d
# C4H14N3

An isolated ion of composition C4H14N3 and charge +1 (ωB97M-V/def2-TZVPD, the OMol25 dataset).

Kohn-Sham gap   11.6 eV
LUMO energy   -2.78 eV
HOMO level   -14.43 eV

ORCA input file:
```
! RIJCOSX wB97M-V def2-TZVPD def2/J DEFGRID3
* xyz 1 1
C 1.261 -1.396 -1.672
C 1.650 -0.973 -0.229
C 0.789 0.428 0.567
N -0.710 0.353 0.557
C -1.231 1.000 1.800
N -1.197 1.093 -0.580
N -1.318 -0.896 0.458
H 2.138 -1.652 -2.309
H 0.825 -2.348 -1.745
H 0.585 -0.628 -1.983
H 2.595 -0.436 -0.289
H 1.620 -1.732 0.448
H 1.178 0.514 1.594
H 0.948 1.308 0.020
H -2.301 1.198 1.820
H -1.014 0.359 2.746
H -0.760 1.876 1.755
H -0.763 1.112 -1.466
H -2.170 0.906 -0.732
H -0.779 -1.622 -0.105
H -1.719 -1.403 1.298
*
```

=====

Stability check: which of them is least stable? #d.